[1]
Computed, not measured: 6 unconnected molecules or ions with the total composition C28H39BrF3NO24P2S at a distorted geometry, with the ωB97M-V functional and the def2-TZVPD basis.

XYZ file:
```
99
Properties=species:S:1:pos:R:3:forces:R:3
C 0.8076 1.2038 2.1047 -0.2 -0.1 0.3
C -0.5265 0.6400 1.3366 -6.3 3.3 1.2
O -1.7194 1.2018 1.6740 7.8 -4.0 -2.0
O -0.5693 -0.3898 0.2870 0.9 3.0 0.9
C 0.1646 0.0101 -0.9234 1.4 -1.0 -0.3
C -0.6987 0.9091 -1.9932 -1.1 1.1 -0.1
C -1.8004 -0.0866 -2.6882 -2.6 -2.4 -1.3
F -2.7789 -0.6834 -1.7053 3.5 2.2 -3.3
F -2.6587 0.5822 -3.7246 3.0 -2.0 3.3
F -1.1946 -1.2709 -3.3890 -1.8 4.0 2.4
O -1.5915 1.9599 -1.4002 3.6 -0.5 0.0
C -0.9986 3.3363 -1.4787 -0.4 0.5 -0.5
N -2.1892 4.0950 -2.0992 -5.0 -3.7 3.7
C -3.3499 3.5208 -1.6124 1.3 1.1 -1.6
S -4.8648 2.8250 -1.1679 5.3 2.6 -1.6
C 0.4041 3.3391 -2.3897 -0.9 -2.5 -0.6
C 0.4986 4.4526 -3.5984 0.2 0.8 -1.0
C 0.2483 6.0026 -3.1251 0.5 -0.2 1.1
C -0.8363 6.8387 -4.0265 0.1 -1.0 1.0
Br -0.0816 8.6997 -4.3773 -0.6 -1.4 0.1
C 1.6696 3.1257 -1.3693 -0.9 0.3 0.0
P 2.7773 4.6598 -1.1148 5.0 -1.1 5.0
O 3.9333 4.2063 -0.0865 -4.4 1.5 -4.1
O 3.5707 5.2302 -2.5577 -2.5 1.1 2.6
O 1.8607 5.8983 -0.2647 2.0 -0.6 -3.7
C 0.1262 1.8496 -3.0947 -1.2 0.0 -0.6
P 1.5088 1.0538 -4.1426 3.9 1.1 -4.1
O 2.3449 2.0974 -5.0146 -3.3 -3.1 3.6
O 0.6860 0.0208 -5.3307 -0.4 2.5 2.5
O 2.6367 0.0699 -3.2503 -3.4 1.4 -2.6
H 1.7777 0.5600 1.9493 -2.0 1.3 0.1
H 0.9774 2.3500 1.8233 -0.4 -2.6 0.4
H 0.5541 1.2113 3.2657 0.4 -0.1 -2.6
H 1.1732 0.4985 -0.5704 -2.0 -0.6 -1.1
H 0.4770 -1.0051 -1.4687 -0.8 2.3 1.1
H -0.7289 3.8298 -0.4492 -0.8 -1.3 -1.6
H 1.5597 4.4344 -4.1398 -2.3 -0.5 1.4
H -0.2857 4.2442 -4.4737 1.5 0.0 2.2
H -0.1231 5.9560 -1.9985 0.7 0.4 -2.4
H 1.3151 6.5368 -3.1353 -2.5 -1.0 -0.1
H -1.8048 7.0015 -3.3742 2.0 -0.4 -1.7
H -1.0218 6.2817 -5.0387 0.2 1.4 1.9
H 1.2180 2.8568 -0.2977 1.2 0.9 -2.2
H 2.3780 2.2233 -1.6441 -1.2 2.1 0.3
H 3.5653 6.2390 -2.5016 0.2 -1.8 -0.3
H 2.1365 6.7549 -0.7310 -0.8 -1.3 1.2
H -0.6579 2.1646 -3.9357 1.5 -1.1 1.7
H -0.1886 0.4838 -5.5833 2.0 -1.0 0.6
H 2.9182 -0.6473 -3.9201 -0.2 0.6 1.2
O -1.4703 -0.9790 7.3666 -1.3 -0.4 -2.4
C -2.0151 -1.1568 6.2899 1.2 0.5 2.2
O -1.9248 -0.3028 5.2288 0.0 -0.5 1.0
C -2.4970 -0.9663 4.1173 -0.1 0.3 -1.2
C -3.4151 -1.9627 4.7474 -0.8 -0.6 -0.6
O -2.7957 -2.2359 5.9899 0.6 0.6 0.4
H -3.0281 -0.2587 3.4747 0.3 0.0 0.2
H -1.6974 -1.4414 3.5392 -0.1 0.0 0.0
H -4.4136 -1.5527 4.9325 0.1 0.0 0.0
H -3.5104 -2.8752 4.1525 0.0 0.1 0.3
O 9.5414 1.5437 -1.6136 -2.1 1.5 -0.7
C 8.5702 2.2070 -1.9369 1.9 -1.5 0.7
O 7.2778 1.7760 -1.8506 1.2 0.0 -0.1
C 6.4526 2.8985 -2.0994 -1.2 0.2 0.3
C 7.3370 3.8061 -2.8913 -0.4 0.8 -0.7
O 8.6347 3.4771 -2.4332 0.2 -0.8 0.4
H 5.5555 2.6053 -2.6516 0.2 -0.1 0.1
H 6.1538 3.3368 -1.1415 0.0 0.0 -0.1
H 7.2813 3.6099 -3.9673 0.0 0.0 0.1
H 7.1180 4.8621 -2.7107 0.2 -0.2 0.0
O -7.8799 -4.8012 7.5967 2.4 0.6 0.9
C -6.7784 -4.5216 8.0396 -2.2 -0.5 -0.8
O -6.5640 -3.7472 9.1432 -0.5 -0.5 -0.9
C -5.1873 -3.8484 9.4553 0.6 0.3 0.9
C -4.5666 -4.2307 8.1508 1.3 0.2 -0.2
O -5.5992 -4.9420 7.4952 -1.1 0.0 0.2
H -4.8051 -2.8971 9.8354 -0.2 -0.1 -0.1
H -5.0546 -4.6178 10.2231 0.0 0.1 -0.1
H -4.2973 -3.3593 7.5447 0.0 -0.1 0.1
H -3.6825 -4.8611 8.2796 -0.2 0.0 -0.2
O -1.1343 -6.7351 5.7362 -2.5 -1.0 -0.6
C -2.2324 -7.1978 5.4760 2.4 1.0 0.5
O -2.4440 -8.2712 4.6596 0.4 0.8 0.4
C -3.8066 -8.6286 4.7954 -0.5 -0.9 -0.3
C -4.4494 -7.3619 5.2594 -1.2 0.2 0.0
O -3.4102 -6.7084 5.9629 1.0 -0.2 -0.1
H -4.2129 -8.9767 3.8417 0.2 0.0 0.1
H -3.8890 -9.4340 5.5327 0.0 0.1 0.0
H -4.7679 -6.7254 4.4271 0.0 -0.1 0.1
H -5.3056 -7.5454 5.9143 0.2 0.2 0.0
O 3.3013 -2.2059 -4.3284 -0.2 -1.0 -2.0
C 3.1781 -2.7613 -5.4073 0.1 0.5 0.8
O 2.0551 -3.4247 -5.8101 1.1 0.7 0.9
C 2.2245 -3.7237 -7.1831 -0.8 -0.4 -0.9
C 3.7087 -3.7157 -7.3558 0.6 -0.6 -0.9
O 4.1463 -2.8010 -6.3689 -0.8 0.3 1.3
H 1.7821 -4.6937 -7.4260 0.0 0.2 0.2
H 1.7301 -2.9480 -7.7773 0.1 0.0 0.1
H 4.1582 -4.6941 -7.1554 0.0 0.1 0.0
H 4.0099 -3.3838 -8.3532 0.1 0.1 0.3
```
Forces are in eV/Å.

Net charge: 0
SMILES string: CC(=O)OC[C@@]1(C(F)(F)F)O[C@H](N=C=S)[C@@](CCCBr)(CP(=O)(O)O)[C@H]1P(=O)(O)O.O=C1OCCO1.O=C1OCCO1.O=C1OCCO1.O=C1OCCO1.O=C1OCCO1
HOMO energy (eV): -9.96

[2]
Computed, not measured: a molecular structure, C28H39ClN5O4SZr at a distorted geometry, with the ωB97M-V functional and the def2-TZVPD basis.

XYZ file:
```
79
Properties=species:S:1:pos:R:3:forces:R:3
Zr -0.4999 -1.4627 -0.8804 -0.1 1.4 3.9
C -0.9520 -4.3665 -3.5409 0.0 0.0 0.0
C -0.3112 -3.0129 -3.4245 0.0 0.0 -0.1
C 1.0141 -2.8814 -3.0087 -0.1 0.1 -0.2
C 1.6241 -1.6247 -2.9414 -0.2 -0.1 -0.2
C 0.9070 -0.4856 -3.2902 0.1 0.0 0.0
C -0.4229 -0.6015 -3.7054 0.0 0.1 0.0
C -1.0241 -1.8510 -3.7675 0.0 -0.1 0.1
H -0.8320 -4.7464 -4.5572 0.0 0.0 0.0
H -2.0177 -4.3193 -3.3230 0.0 0.0 0.0
H -0.4881 -5.0823 -2.8630 0.0 0.0 0.0
H 1.5643 -3.7706 -2.7272 0.0 0.0 0.0
H 2.6455 -1.5449 -2.5976 0.0 0.0 0.0
H 1.3707 0.4885 -3.2262 0.0 0.0 0.0
H -0.9835 0.2887 -3.9556 0.0 0.0 0.0
H -2.0561 -1.9417 -4.0853 0.0 0.0 0.0
Cl 2.0145 -7.8519 1.7552 0.0 0.0 0.0
C 1.7541 -6.2461 1.1622 0.1 0.1 0.0
C 2.8469 -5.3529 1.0925 0.0 0.0 0.0
C 2.6783 -4.0845 0.6302 -0.1 0.1 0.2
C 1.4094 -3.5869 0.2087 -0.1 -0.3 -0.2
O 1.3578 -2.3924 -0.2431 -0.1 -0.4 -0.9
C 0.2946 -4.5150 0.2544 0.0 -0.1 0.1
C -1.0516 -4.3275 -0.1764 0.3 0.0 -0.1
O -1.6155 -3.3230 -0.6785 0.6 -0.3 -0.7
C 0.5306 -5.8371 0.7515 -0.1 0.0 0.0
H 3.8227 -5.6979 1.4091 0.0 0.0 0.0
H 3.5085 -3.3937 0.5724 0.0 0.0 0.0
H -1.6914 -5.2109 -0.0753 0.0 0.0 0.1
H -0.3025 -6.5281 0.7892 0.0 0.0 0.0
O -0.6338 -1.4688 0.8811 0.3 -0.3 -0.4
C -4.5962 2.4980 -1.2064 0.0 0.0 0.0
N -4.2594 1.2677 -0.4980 0.1 0.1 0.2
C -5.0823 0.7059 0.4225 0.1 0.0 -0.1
C -4.7542 -0.4378 1.0525 -0.1 -0.1 0.0
C -3.5073 -1.0672 0.7239 -0.2 0.7 0.3
N -2.7138 -0.5031 -0.1838 -0.2 -0.8 -0.8
C -3.0497 0.6599 -0.8107 -0.2 -0.2 -0.5
O -2.3246 1.1465 -1.6709 0.0 -0.2 -0.2
N -3.1933 -2.1954 1.3868 0.3 0.1 0.0
H -5.5275 2.8847 -0.8009 0.0 0.0 0.0
H -4.7074 2.3001 -2.2705 0.0 0.0 0.0
H -3.8002 3.2275 -1.0768 0.0 0.0 0.0
H -6.0104 1.2275 0.6120 0.0 0.0 0.0
H -5.4264 -0.8817 1.7706 0.0 0.0 0.0
H -3.6392 -2.2722 2.2869 -0.2 -0.2 -0.1
H -2.2221 -2.5165 1.3594 -0.3 0.6 -0.1
C 3.8789 4.6804 0.2527 0.0 0.0 0.0
C 4.6097 3.7559 -0.7166 0.0 0.0 0.0
C 4.6498 2.2809 -0.3157 0.0 0.0 0.0
C 3.3025 1.5700 -0.2975 0.0 0.0 0.0
N 2.5236 1.9503 0.8751 0.0 -0.2 0.0
C 1.2038 1.7700 1.0105 0.1 -0.4 0.2
S 0.2316 1.1919 -0.2512 0.0 0.7 -0.9
N 0.6581 2.1446 2.1729 0.1 -0.2 0.0
C -0.7320 1.9276 2.5663 0.0 0.0 0.0
C -1.1689 2.9423 3.6150 0.0 0.0 0.0
C -1.4812 4.3382 3.0753 0.0 0.0 0.0
C -0.2991 5.0853 2.4650 0.0 0.0 0.0
H 4.0288 5.7235 -0.0252 0.0 0.0 0.0
H 4.2555 4.5584 1.2723 0.0 0.0 0.0
H 2.8045 4.4955 0.2650 0.0 0.0 0.0
H 5.6406 4.1004 -0.8235 0.0 0.0 0.0
H 4.1572 3.8369 -1.7093 0.0 0.0 0.0
H 5.1340 2.1705 0.6623 0.0 0.0 0.0
H 5.2841 1.7436 -1.0238 0.0 0.0 0.0
H 3.4441 0.4848 -0.3051 0.0 0.0 0.0
H 2.7157 1.8273 -1.1798 0.0 0.0 0.0
H 3.0552 2.1729 1.7036 0.0 0.1 0.0
H 1.2819 2.4323 2.9126 0.0 0.1 0.0
H -0.8452 0.9064 2.9385 0.0 0.0 0.0
H -1.3458 2.0103 1.6697 0.0 0.0 0.0
H -0.4120 3.0044 4.4063 0.0 0.0 0.0
H -2.0666 2.5439 4.0927 0.0 0.0 0.0
H -1.8942 4.9325 3.8934 0.0 0.0 0.0
H -2.2781 4.2508 2.3298 0.0 0.0 0.0
H 0.5484 5.1132 3.1552 0.0 0.0 0.0
H -0.5705 6.1170 2.2414 0.0 0.0 0.0
H 0.0386 4.6251 1.5359 0.0 0.0 0.0
```
Forces are in eV/Å.

Net charge: +1
Relative energy (zero: lowest compared OMol25 entry of this formula, charge and spin) (eV): 1.840
HOMO energy (eV): -10.45

[3]
Computed, not measured: a molecular structure, C28H39ClN5O4SZr at a distorted geometry, with the ωB97M-V functional and the def2-TZVPD basis.

XYZ file:
```
79
Properties=species:S:1:pos:R:3:forces:R:3
Zr -0.0702 0.0261 0.0782 -1.5 0.6 -2.1
C 2.0279 -3.2376 -1.4167 -0.2 -0.4 -0.3
C 0.7907 -2.9019 -0.6455 -0.2 0.1 0.5
C 0.7899 -2.8358 0.7592 0.3 -0.3 -0.6
C -0.3889 -2.6584 1.4655 0.2 0.0 0.4
C -1.5938 -2.5671 0.7966 -0.3 -0.2 0.0
C -1.6246 -2.6195 -0.5897 1.0 -1.4 0.6
C -0.4305 -2.7393 -1.3147 -0.1 -0.1 0.6
H 2.1061 -4.3236 -1.5211 -0.1 0.0 0.0
H 2.9425 -2.9170 -0.9399 0.0 -0.2 0.1
H 2.0053 -2.8011 -2.4118 0.0 0.0 0.0
H 1.7291 -2.9478 1.2856 0.0 0.1 0.1
H -0.3760 -2.6246 2.5479 0.1 0.0 0.0
H -2.5219 -2.4920 1.3475 0.0 0.0 0.0
H -2.5559 -2.5991 -1.1021 -0.1 -0.5 0.1
H -0.4427 -2.7579 -2.3982 -0.1 -0.1 0.0
Cl 2.5681 2.7063 6.5328 0.0 0.0 0.0
C 2.2334 1.8987 5.0360 0.0 0.1 0.1
C 3.1303 0.9481 4.5421 -0.1 0.0 0.0
C 2.8785 0.3009 3.3555 0.1 -0.3 0.0
C 1.7224 0.5493 2.5924 -0.2 0.5 0.3
O 1.5181 -0.0799 1.4654 -0.2 0.5 0.9
C 0.8220 1.5273 3.1151 0.0 -0.1 -0.1
C -0.4033 1.9099 2.4587 0.5 0.1 0.4
O -0.8439 1.4703 1.3974 2.3 0.9 0.5
C 1.0959 2.1832 4.3304 0.1 -0.1 0.0
H 4.0310 0.7184 5.0964 0.0 0.0 0.0
H 3.5839 -0.4347 2.9923 -0.1 0.0 0.0
H -0.9981 2.6667 2.9826 -0.1 0.0 -0.1
H 0.3981 2.9199 4.7088 0.0 0.0 0.0
O -0.6361 1.2377 -1.1043 1.4 -0.7 -0.2
C -5.4486 1.1445 2.1160 0.1 0.0 0.1
N -4.6667 0.6110 1.0026 -0.1 0.2 0.0
C -5.2700 0.0992 -0.0819 -0.1 0.0 -0.1
C -4.5580 -0.4020 -1.1096 0.1 -0.2 -0.1
C -3.1444 -0.3906 -0.9988 -0.1 1.5 -0.3
N -2.5083 0.1088 0.0627 -1.4 -0.9 1.1
C -3.2677 0.6530 1.1455 -0.4 -0.9 -0.9
O -2.8389 1.1159 2.1764 -1.3 -0.7 0.4
N -2.4465 -0.8793 -2.0757 0.1 1.5 -0.4
H -6.5030 1.1217 1.8561 0.0 0.0 -0.1
H -5.1424 2.1667 2.3220 0.0 0.0 0.0
H -5.2735 0.5483 3.0091 0.0 0.0 0.0
H -6.3513 0.1111 -0.0875 0.0 0.0 0.0
H -5.0363 -0.8223 -1.9804 0.0 0.0 0.0
H -2.8825 -0.7148 -2.9713 -0.1 0.0 0.0
H -1.4435 -0.6700 -2.0830 -0.8 0.4 -0.3
C 7.4982 -3.4587 -0.9578 -0.1 0.0 0.0
C 6.2087 -2.9572 -0.3165 0.1 0.0 -0.1
C 6.3567 -1.5413 0.2318 0.0 -0.1 0.0
C 5.1190 -1.0406 0.9688 0.2 0.1 -0.1
N 3.9875 -0.8548 0.0607 0.0 -0.1 -0.1
C 3.3128 0.1917 -0.3935 0.3 0.4 -0.1
S 2.0339 0.0044 -1.5945 0.9 0.0 0.5
N 3.5612 1.4450 -0.0231 -0.3 0.4 -0.3
C 4.4953 2.0723 0.9185 0.2 -0.3 -0.1
C 5.9184 2.2241 0.3855 0.1 0.2 0.1
C 6.1171 3.3678 -0.6091 0.0 -0.1 -0.2
C 5.4347 3.1663 -1.9616 0.0 0.1 0.1
H 7.3734 -4.4679 -1.3487 0.0 0.0 0.0
H 8.3112 -3.4804 -0.2308 0.0 0.0 0.0
H 7.7999 -2.8147 -1.7852 0.0 0.0 0.0
H 5.9207 -3.6337 0.4948 0.0 0.0 0.0
H 5.4090 -2.9887 -1.0643 0.0 0.0 0.0
H 6.5959 -0.8583 -0.5877 0.0 0.0 0.0
H 7.1987 -1.5155 0.9292 0.0 0.0 0.0
H 5.3477 -0.1258 1.4996 -0.1 0.0 -0.1
H 4.8150 -1.7800 1.7154 0.0 0.0 0.0
H 3.6472 -1.7105 -0.3321 0.0 0.0 0.0
H 2.9596 2.0876 -0.5160 0.0 0.0 0.0
H 4.4808 1.5212 1.8543 0.0 0.1 0.0
H 4.0773 3.0546 1.1413 0.0 0.0 0.0
H 6.2547 1.2887 -0.0687 0.0 0.0 0.0
H 6.5692 2.4087 1.2452 0.0 -0.1 0.0
H 7.1901 3.4791 -0.7780 0.0 0.0 0.0
H 5.7757 4.3052 -0.1608 0.0 0.0 0.0
H 5.6771 2.1894 -2.3850 0.0 0.0 0.0
H 5.7640 3.9274 -2.6685 0.0 0.0 0.0
H 4.3492 3.2471 -1.8941 0.0 0.0 0.0
```
Forces are in eV/Å.

Net charge: +1
Relative energy (zero: lowest compared OMol25 entry of this formula, charge and spin) (eV): 3.617
HOMO energy (eV): -10.65